The following is a quantum chemistry calculation of C4H16CoO6V as an isolated structure in a non-equilibrium geometry, from the OMol25 dataset.

Gap between HOMO and LUMO (alpha / beta) = 4.90 / 6.64 eV
HOMO (alpha / beta) = -5.970 / -7.807 eV
⟨S²⟩ = 12.011
2S+1 = 7
ΔE to the lowest compared entry with this formula, charge and spin = 17.24 kcal per mole

Last column: Löwdin charge in e.
Atoms and positions in Å:
Co (0.942, 2.737, 2.391)  0.932
V (0.355, 0.197, 1.184)  0.791
O (0.466, 2.215, 0.440)  -0.437
H (0.841, 2.307, -0.458)  -0.001
O (-0.485, 1.362, 2.850)  -0.426
H (-0.372, 0.683, 3.543)  0.008
O (2.100, 1.067, 2.331)  -0.428
H (3.070, 1.025, 2.219)  -0.003
O (0.228, -1.860, 1.623)  -0.489
H (-0.063, -2.451, 2.344)  -0.069
C (2.612, -0.101, -2.769)  -0.067
C (2.670, -0.054, -1.228)  -0.307
O (1.430, -0.347, -0.721)  -0.133
H (3.590, 0.175, -3.162)  0.074
H (1.827, 0.486, -3.246)  0.076
H (2.368, -1.103, -3.123)  0.071
H (3.008, 0.935, -0.917)  0.117
H (3.350, -0.808, -0.832)  0.126
H (1.324, -1.271, -0.959)  0.112
C (-4.022, -1.025, 0.146)  -0.072
C (-2.823, -0.492, -0.674)  -0.280
O (-1.798, 0.111, 0.109)  -0.117
H (-3.758, -1.748, 0.918)  0.075
H (-4.764, -1.612, -0.394)  0.070
H (-4.441, -0.116, 0.579)  0.069
H (-3.194, 0.095, -1.514)  0.110
H (-2.329, -1.344, -1.142)  0.112
H (-2.131, 0.939, 0.462)  0.087


The following is a quantum chemistry calculation of a 5-piece molecular cluster, C4H16IN8O4 overall in a non-equilibrium geometry, from the OMol25 dataset.

Gap between HOMO and LUMO = 8.94 eV
HOMO = -6.080 eV
Charge = -1
ΔE to the lowest compared entry with this formula, charge and spin = 0.00 kcal per mole

Last column: Löwdin charge in e.
Atoms and positions in Å:
I (0.367, 0.436, -0.484)  -0.045
C (2.730, 0.481, -4.445)  -0.707
O (3.158, 0.200, -5.567)  -0.014
N (2.530, -0.459, -3.479)  0.141
N (2.325, 1.704, -4.085)  0.151
H (2.857, -1.398, -3.592)  0.097
H (2.201, -0.153, -2.577)  -0.053
H (2.460, 2.471, -4.717)  0.101
H (1.776, 1.887, -3.262)  0.062
C (3.404, 0.175, 2.768)  -0.702
O (4.208, -0.211, 3.611)  -0.009
N (2.377, 1.015, 3.095)  0.142
N (3.458, -0.120, 1.443)  0.139
H (1.703, 1.243, 2.380)  0.036
H (2.134, 1.050, 4.067)  0.097
H (4.103, -0.798, 1.085)  0.098
H (2.689, 0.170, 0.856)  -0.083
C (-4.259, -0.050, -1.165)  -0.710
O (-5.439, 0.159, -1.449)  -0.013
N (-3.813, -1.244, -0.737)  0.158
N (-3.300, 0.912, -1.243)  0.141
H (-2.914, -1.398, -0.317)  0.082
H (-4.539, -1.938, -0.700)  0.104
H (-2.377, 0.789, -0.853)  -0.076
H (-3.535, 1.840, -1.537)  0.096
C (-2.055, -1.218, 2.914)  -0.706
O (-2.709, -1.977, 3.613)  0.002
N (-2.537, -0.014, 2.476)  0.143
N (-0.765, -1.431, 2.537)  0.143
H (-3.510, 0.184, 2.627)  0.098
H (-2.055, 0.687, 1.940)  0.059
H (-0.275, -2.198, 2.952)  0.101
H (-0.398, -0.796, 1.845)  -0.072


The following is a quantum chemistry calculation of C4H16N2O as an isolated structure in a non-equilibrium geometry, from the OMol25 dataset.

Gap between HOMO and LUMO = 13.65 eV
HOMO = -20.087 eV
Charge = +2
ΔE to the lowest compared entry with this formula, charge and spin = 4.01 kcal per mole

Last column: Löwdin charge in e.
Atoms and positions in Å:
C (1.577, 0.619, -0.382)  -0.022
C (1.065, -0.774, -0.074)  -0.311
C (-0.331, -1.126, -0.653)  -0.137
C (-1.383, -0.026, -0.773)  -0.139
N (-1.894, 0.511, 0.570)  0.130
N (2.003, -1.776, -0.749)  0.220
H (0.894, 1.337, 0.069)  0.084
H (1.714, 0.761, -1.460)  0.111
H (2.583, 0.766, 0.024)  0.107
H (1.096, -0.973, 0.991)  0.156
H (-0.185, -1.460, -1.691)  0.136
H (-0.777, -2.006, -0.182)  0.134
H (-2.257, -0.414, -1.276)  0.135
H (-0.995, 0.799, -1.368)  0.130
H (-2.824, 0.814, 0.287)  0.153
H (-1.373, 1.398, 1.208)  0.086
H (-1.966, -0.299, 1.174)  0.146
H (2.918, -1.719, -0.280)  0.185
H (1.717, -2.750, -0.614)  0.183
H (2.172, -1.560, -1.735)  0.181
H (-1.173, 3.221, 1.726)  0.139
H (-1.357, 2.331, 3.072)  0.134
O (-1.222, 2.325, 2.115)  0.059


The following is a quantum chemistry calculation of a 3-piece molecular cluster, C4H16N2O overall in a non-equilibrium geometry, from the OMol25 dataset.

Gap between HOMO and LUMO = 10.36 eV
HOMO = -19.180 eV
Charge = +2
ΔE to the lowest compared entry with this formula, charge and spin = 129.44 kcal per mole

Last column: Löwdin charge in e.
Atoms and positions in Å:
C (2.454, -0.042, -1.131)  -0.035
C (1.033, 0.368, -0.672)  -0.317
C (0.806, 0.982, 0.786)  -0.028
C (-0.642, 0.460, 1.404)  -0.145
N (-1.173, -0.979, 1.606)  0.092
N (0.796, 1.447, -1.665)  0.120
H (2.938, -0.593, -0.331)  0.098
H (2.924, 0.931, -1.285)  0.089
H (2.787, -0.547, -2.039)  0.108
H (0.333, -0.453, -0.986)  0.157
H (1.542, 1.051, 1.525)  0.103
H (0.432, 2.015, 0.783)  0.118
H (-1.481, 0.937, 0.887)  0.109
H (-0.525, 0.659, 2.401)  0.083
H (-1.134, -1.118, 2.637)  0.162
H (-0.739, -1.697, 1.045)  0.097
H (-2.220, -0.759, 0.451)  0.395
H (-0.185, 1.609, -1.839)  0.150
H (1.310, 2.473, -1.486)  0.276
H (1.108, 1.145, -2.681)  0.225
H (-4.173, -2.529, 0.685)  0.158
H (-2.924, -3.068, -0.307)  0.095
O (-3.270, -2.295, 0.213)  -0.107


The following is a quantum chemistry calculation of a 3-piece molecular cluster, C4H16N2O2 overall in a non-equilibrium geometry, from the OMol25 dataset.

Gap between HOMO and LUMO (alpha / beta) = 2.65 / 9.49 eV
HOMO (alpha / beta) = 0.923 / -5.955 eV
⟨S²⟩ = 0.750
Charge = -1
2S+1 = 2
ΔE to the lowest compared entry with this formula, charge and spin = 59.94 kcal per mole

Last column: Löwdin charge in e.
Atoms and positions in Å:
C (0.372, 0.892, -1.989)  -0.273
N (-1.005, 0.950, -2.618)  -0.011
C (-0.098, 0.350, -0.585)  -0.212
C (-0.292, 1.671, 0.342)  -0.262
C (-0.144, 1.687, 1.784)  -0.273
N (-1.554, 1.398, 2.365)  0.004
H (0.876, 1.869, -2.023)  0.096
H (1.097, 0.133, -2.250)  0.048
H (-0.924, 1.463, -3.402)  -0.015
H (-1.403, -0.018, -2.678)  0.085
H (0.649, -0.255, -0.087)  0.037
H (-1.057, -0.243, -0.604)  0.100
H (-1.344, 1.962, 0.046)  0.110
H (0.274, 2.486, -0.069)  0.072
H (0.587, 0.961, 2.143)  0.084
H (0.144, 2.703, 2.209)  0.113
H (-2.050, 2.046, 2.873)  0.002
H (-1.659, 0.488, 2.703)  0.017
H (0.270, -4.708, 2.080)  -0.036
H (-0.621, -5.431, 2.942)  -0.010
O (-0.623, -4.592, 2.443)  -0.284
H (2.308, -2.264, -1.365)  -0.040
H (3.485, -1.558, -2.024)  -0.084
O (2.712, -1.990, -2.236)  -0.268


Among the records above, which one has the highest ΔE to the lowest compared entry with this formula, charge and spin?
number 4